{"formula": "C6H7Cl2F6N3O8ReS2", "method": "ωB97M-V/def2-TZVPD", "symbols": ["Re", "C", "O", "C", "O", "N", "N", "H", "H", "H", "H", "H", "H", "F", "C", "F", "F", "S", "O", "O", "N", "S", "O", "O", "C", "F", "F", "F", "Cl", "C", "Cl", "C", "O", "O", "H"], "xyz": [[0.05894, 0.02790, 0.33055], [-0.14018, 3.09207, 4.51834], [-0.10168, 1.74636, 3.91691], [-0.13840, 1.58683, 2.66603], [-0.12051, 0.36920, 2.22497], [-0.24897, 2.56730, 1.76804], [-0.14078, 2.16813, 0.41513], [-0.14185, 2.90686, 5.58498], [-1.05899, 3.58882, 4.21326], [0.76010, 3.62876, 4.22469], [-0.07666, 3.54050, 1.99022], [0.69672, 2.58198, -0.05702], [-0.98503, 2.46655, -0.08280], [4.78007, -1.13418, 0.64329], [4.28479, -0.29464, 1.51534], [3.56699, -0.92896, 2.42805], [5.21553, 0.43596, 2.07412], [3.09883, 0.86011, 0.65788], [2.04093, -0.15519, 0.12802], [2.43299, 1.69165, 1.63077], [3.90641, 1.47635, -0.46916], [3.18582, 2.61029, -1.39055], [1.74571, 2.37448, -1.37221], [3.87149, 2.75260, -2.61114], [3.41437, 4.18819, -0.39179], [3.53105, 5.19415, -1.21660], [4.46720, 4.08402, 0.38837], [2.31787, 4.35535, 0.37174], [-2.03897, -2.60910, -2.31194], [-1.93355, -2.39778, -0.61846], [-0.06419, -2.28677, -0.12196], [-2.63501, -1.11234, -0.14392], [-3.79984, -1.11180, 0.02141], [-1.83892, -0.02248, -0.00668], [-2.25518, -3.27445, -0.06316]], "forces_ev_per_angstrom": [[0.1, 0.3, -0.2], [0.0, 0.0, 0.0], [0.0, 0.0, 0.0], [0.0, 0.0, -0.1], [0.1, -0.1, 0.1], [0.0, 0.0, 0.1], [-0.1, 0.0, 0.1], [0.0, 0.0, 0.0], [0.0, 0.0, 0.0], [0.0, 0.0, 0.0], [0.0, 0.0, 0.0], [0.0, 0.0, 0.0], [0.0, 0.0, 0.0], [0.0, 0.0, 0.0], [0.1, 0.1, 0.0], [0.0, 0.0, 0.0], [0.0, 0.0, 0.0], [0.0, -0.2, 0.1], [-0.1, 0.1, 0.1], [0.1, 0.0, 0.0], [-0.2, 0.1, 0.0], [0.3, 0.0, 0.0], [-0.1, 0.0, -0.1], [0.0, 0.0, 0.0], [0.1, -0.2, -0.1], [0.0, 0.0, 0.0], [0.0, 0.0, 0.0], [-0.1, 0.0, 0.1], [0.0, 0.0, 0.0], [-0.1, 0.0, 0.0], [0.0, -0.2, 0.0], [0.1, 0.0, 0.0], [-0.1, -0.1, 0.0], [-0.1, -0.1, -0.1], [0.0, 0.0, 0.0]], "max_force_ev_per_a": 0.350, "total_charge": 2, "orbital_gap_ev": [8.0, 7.5], "spin_multiplicity": 4, "homo_ev": [-17.449, -17.666], "e_above_lowest_kcal_mol": 41.8, "lumo_energy_ev": [-9.466, -10.133], "total_energy_ha": -3392.54138}



{"formula": "C21H29BeN5OSSe", "method": "ωB97M-V/def2-TZVPD", "symbols": ["Be", "C", "C", "N", "C", "S", "N", "N", "C", "C", "C", "C", "C", "C", "C", "N", "H", "H", "H", "H", "H", "H", "H", "H", "H", "H", "H", "H", "H", "C", "C", "C", "C", "C", "C", "Se", "C", "C", "C", "H", "H", "H", "H", "H", "H", "H", "H", "H", "H", "H", "C", "C", "N", "O", "H", "H", "H", "H", "H"], "xyz": [[0.17872, 0.28825, 0.07297], [5.15212, -1.61376, 2.15822], [4.54066, -0.23333, 2.38468], [3.14769, -0.30449, 2.78173], [2.08630, -0.24464, 1.94706], [2.29533, 0.13546, 0.29000], [0.92665, -0.50879, 2.50976], [-0.16746, -0.40466, 1.71148], [-1.27410, -0.77306, 2.29884], [-1.24824, -1.19665, 3.73714], [-2.56256, -0.83698, 1.59652], [-3.73557, -1.19393, 2.27312], [-4.92113, -1.28485, 1.56806], [-4.92603, -1.00054, 0.21148], [-3.72252, -0.64315, -0.37546], [-2.58172, -0.58344, 0.29197], [6.19487, -1.52599, 1.85035], [4.59932, -2.13810, 1.37794], [5.11183, -2.21009, 3.07165], [4.59050, 0.34823, 1.46777], [5.08872, 0.30250, 3.16153], [2.93586, -0.64646, 3.70602], [-0.32226, -0.87408, 4.19667], [-1.30262, -2.28716, 3.80281], [-2.09256, -0.77651, 4.28217], [-3.72354, -1.39688, 3.33418], [-5.83577, -1.56896, 2.07226], [-5.83685, -1.05986, -0.36831], [-3.66116, -0.37617, -1.42611], [0.56622, 8.09116, 0.40922], [0.25112, 6.63928, 0.15852], [-1.05527, 6.17380, 0.11648], [-1.35184, 4.83806, -0.12791], [-2.79212, 4.40411, -0.16286], [-0.30403, 3.92884, -0.34614], [-0.81008, 2.09034, -0.72478], [1.01931, 4.38107, -0.32230], [2.20020, 3.48927, -0.57949], [1.27017, 5.72547, -0.05679], [-0.34416, 8.67328, 0.55004], [1.11425, 8.51474, -0.43455], [1.18876, 8.20611, 1.29865], [-1.87103, 6.87058, 0.28213], [-3.45566, 5.23282, 0.08541], [-2.95986, 3.58443, 0.53746], [-3.04796, 4.02872, -1.15565], [1.89411, 2.53425, -0.99120], [2.74513, 3.30164, 0.34867], [2.88779, 3.96167, -1.28419], [2.30227, 6.06442, -0.02989], [-0.00346, -3.05588, -0.52365], [-0.22721, -1.92921, -1.48966], [-0.60238, -2.24935, -2.73455], [-0.08242, -0.75254, -1.18038], [-0.96539, -3.40435, -0.14202], [0.59313, -2.69586, 0.31146], [0.50434, -3.88856, -1.00856], [-0.77307, -3.19828, -3.00834], [-0.80163, -1.50731, -3.38622]], "forces_ev_per_angstrom": [[0.2, 0.0, 0.1], [-0.1, 0.1, 0.0], [0.0, -0.2, 0.0], [0.1, 0.0, 0.0], [0.0, 0.0, -0.1], [0.0, 0.1, -0.1], [0.4, 0.0, 0.4], [-0.7, -0.2, -0.1], [0.7, 0.1, 0.2], [-0.1, 0.0, 0.1], [-0.4, 0.0, -0.2], [0.1, 0.0, 0.1], [0.0, 0.0, -0.1], [-0.1, 0.0, 0.1], [0.0, 0.1, -0.1], [0.4, 0.0, -0.2], [0.0, 0.0, 0.0], [0.0, 0.0, 0.0], [0.0, 0.0, 0.0], [0.0, 0.1, 0.0], [0.0, 0.0, 0.0], [-0.1, 0.1, 0.0], [-0.1, 0.0, 0.0], [0.0, 0.0, 0.1], [0.0, 0.0, 0.0], [0.0, 0.0, -0.1], [0.0, 0.0, 0.0], [0.0, 0.0, 0.0], [-0.1, -0.1, 0.0], [0.0, -0.1, 0.0], [0.0, 0.0, 0.0], [0.0, 0.0, 0.0], [0.0, 0.0, 0.0], [0.1, 0.0, 0.0], [0.1, -0.4, 0.3], [-0.2, 0.2, -0.2], [0.0, 0.1, 0.0], [0.0, 0.1, 0.0], [-0.1, 0.0, -0.1], [0.0, 0.0, 0.0], [0.0, 0.0, 0.0], [0.0, 0.0, 0.0], [0.0, 0.0, 0.0], [0.0, 0.0, 0.0], [-0.1, 0.0, 0.0], [-0.1, 0.0, 0.0], [0.0, 0.0, 0.0], [0.0, -0.1, 0.0], [0.0, 0.1, 0.0], [0.0, 0.0, 0.0], [0.0, 0.0, 0.1], [0.0, -0.4, 0.3], [0.0, 0.1, 0.0], [-0.3, 0.3, -0.4], [0.0, 0.0, 0.0], [0.0, 0.0, 0.0], [0.0, 0.0, 0.0], [0.1, -0.1, 0.0], [0.0, 0.0, 0.0]], "max_force_ev_per_a": 0.757, "total_charge": 0, "orbital_gap_ev": 6.4, "spin_multiplicity": 1, "homo_ev": -6.478, "e_above_lowest_kcal_mol": 22.1, "lumo_energy_ev": -0.099, "total_energy_ha": -3981.14383}



Which formula does entry 1 have? C6H7Cl2F6N3O8ReS2



Which formula does entry 2 have? C21H29BeN5OSSe